Entry from the Open Molecules 2025 dataset: C55H73F5NOP2PtSi as an isolated structure at a distorted geometry (wB97M-V/def2-TZVPD).

Structure (XYZ):
```
139
Properties=species:S:1:pos:R:3:forces:R:3:lowdin_charge:R:1
Pt -0.1514 -0.3092 0.3528 -1.006 0.092 -0.256 0.6541
C 2.4529 -0.2405 3.0514 0.051 0.007 -0.072 -0.1711
Si 0.6588 -0.3008 2.5033 -0.028 -0.053 0.346 0.4618
C 0.0340 -1.8407 3.4231 -0.023 -0.087 -0.102 -0.2666
C 0.2860 -2.1022 4.7766 -0.047 0.070 -0.044 -0.0928
C -0.1311 -3.2751 5.3758 -0.028 -0.076 -0.003 -0.0861
C -0.7906 -4.2386 4.6179 0.035 0.045 0.068 -0.0850
C -1.0146 -4.0179 3.2724 0.037 0.097 -0.064 -0.0885
C -0.6041 -2.8227 2.6662 -0.076 -0.028 -0.009 -0.3592
P -0.9027 -2.4634 0.8758 0.251 -0.368 0.280 0.9759
C -0.3703 -4.0963 0.1566 0.065 0.136 -0.138 -0.4165
C 1.1332 -4.3370 0.3535 0.003 0.058 -0.015 -0.1887
C 1.9936 -3.5400 -0.6245 -0.026 -0.098 -0.043 -0.1955
C 1.5796 -3.8289 -2.0649 -0.004 -0.003 0.024 -0.1789
C 0.0990 -3.5306 -2.2710 -0.010 -0.022 0.002 -0.2003
C -0.7560 -4.3373 -1.3069 -0.050 0.010 0.032 -0.1915
C -2.7647 -2.5144 0.8196 -0.006 -0.030 -0.069 -0.4076
C -3.4864 -3.8874 0.8526 0.019 0.082 0.023 -0.1828
C -4.7363 -3.8538 1.7335 -0.020 0.004 -0.026 -0.2043
C -5.5749 -2.6253 1.3975 0.023 0.003 0.004 -0.1900
C -4.8107 -1.3271 1.7286 -0.007 0.021 0.017 -0.1767
C -3.3094 -1.5704 1.9029 -0.002 -0.002 -0.005 -0.2230
C 0.0210 1.2915 3.3175 0.016 0.140 -0.038 -0.2693
C -0.1000 1.5218 4.6918 -0.027 -0.043 -0.070 -0.0839
C -0.3062 2.7950 5.1909 -0.033 0.065 0.026 -0.0886
C -0.3527 3.8811 4.3232 0.012 -0.014 0.040 -0.0850
C -0.2442 3.6750 2.9600 0.088 -0.053 -0.027 -0.1024
C -0.0831 2.3838 2.4485 -0.131 -0.044 -0.043 -0.3479
P -0.1095 2.0139 0.6425 0.817 0.219 0.191 0.9858
C 1.4302 2.7354 -0.0898 -0.156 0.132 -0.095 -0.3987
C 1.2974 2.7606 -1.6221 -0.030 -0.026 0.046 -0.1975
C 2.6311 3.1320 -2.2587 0.004 -0.015 0.043 -0.1803
C 3.0722 4.5108 -1.7787 -0.008 -0.010 0.014 -0.2018
C 3.2144 4.5196 -0.2589 0.012 -0.012 -0.003 -0.1918
C 1.9312 4.0795 0.4546 0.003 -0.043 0.002 -0.1890
C -1.5689 3.0026 0.0365 -0.145 -0.116 -0.011 -0.3948
C -1.4395 4.5126 -0.2272 -0.033 -0.078 0.059 -0.1943
C -2.7106 5.0297 -0.9053 0.010 0.001 0.020 -0.1911
C -3.9472 4.7683 -0.0507 0.016 0.020 0.017 -0.2047
C -4.0761 3.2849 0.2793 0.056 0.067 0.039 -0.1956
C -2.7960 2.7669 0.9378 0.048 -0.039 0.046 -0.2090
H 2.4717 -0.2791 4.1464 -0.031 -0.011 0.001 0.0309
H 3.0321 -1.0747 2.6559 0.011 -0.014 -0.003 0.0373
H 2.9288 0.6843 2.7291 0.010 0.001 -0.010 0.0269
H 0.8337 -1.3802 5.3708 -0.003 0.020 -0.004 0.0874
H 0.0696 -3.4517 6.4257 -0.004 -0.006 0.001 0.0986
H -1.1130 -5.1667 5.0740 -0.001 0.002 0.000 0.0986
H -1.5065 -4.7931 2.7038 -0.018 -0.035 -0.042 0.0869
H -0.9105 -4.8284 0.7542 0.004 -0.062 0.108 0.0774
H 1.4213 -4.1329 1.3882 0.025 0.022 -0.005 0.1070
H 1.3103 -5.4064 0.1811 -0.002 -0.005 0.043 0.1184
H 1.9067 -2.4673 -0.4247 0.034 0.002 0.018 0.0847
H 3.0429 -3.7935 -0.4727 -0.051 0.002 0.007 0.1006
H 2.1817 -3.2401 -2.7601 -0.028 0.013 0.019 0.1033
H 1.7666 -4.8897 -2.2832 0.029 0.005 -0.028 0.1124
H -0.0834 -2.4705 -2.0965 0.009 -0.101 -0.016 0.0671
H -0.1974 -3.7377 -3.3031 -0.008 0.004 0.001 0.1173
H -1.8197 -4.1366 -1.4614 0.002 0.009 -0.022 0.0838
H -0.6094 -5.4073 -1.5054 -0.031 -0.010 0.029 0.1191
H -3.0015 -2.0594 -0.1399 0.003 -0.154 0.076 0.0560
H -3.7959 -4.1351 -0.1670 0.027 -0.023 -0.006 0.1101
H -2.8420 -4.7015 1.1714 0.056 -0.042 0.050 0.0767
H -5.3141 -4.7685 1.5801 0.005 -0.004 0.002 0.1083
H -4.4519 -3.8336 2.7899 -0.008 -0.015 0.005 0.1119
H -5.8083 -2.6566 0.3285 -0.009 -0.001 -0.008 0.1095
H -6.5307 -2.6520 1.9244 -0.004 0.004 -0.007 0.1015
H -4.9685 -0.5930 0.9346 -0.006 -0.008 0.046 0.0917
H -5.2017 -0.8827 2.6472 0.002 0.001 0.002 0.1084
H -2.7670 -0.6200 1.8746 0.008 -0.022 0.047 0.0818
H -3.1071 -1.9967 2.8875 0.002 -0.013 0.012 0.1096
H -0.0437 0.6898 5.3840 0.030 -0.012 0.000 0.0870
H -0.4143 2.9489 6.2582 0.008 0.008 -0.001 0.0975
H -0.4728 4.8855 4.7104 -0.018 -0.003 0.001 0.0986
H -0.2698 4.5263 2.2964 -0.023 0.030 -0.027 0.0847
H 2.1818 1.9689 0.1510 -0.024 -0.030 0.019 0.0869
H 0.9582 1.7912 -1.9851 0.030 0.136 0.031 0.0722
H 0.5532 3.4981 -1.9371 -0.082 0.059 0.009 0.1010
H 3.3772 2.3861 -1.9645 -0.007 0.023 -0.036 0.1070
H 2.5502 3.0956 -3.3478 -0.009 -0.001 -0.005 0.1152
H 4.0194 4.7985 -2.2424 0.002 0.005 0.000 0.1045
H 2.3264 5.2552 -2.0880 0.006 0.003 -0.007 0.1088
H 4.0201 3.8386 0.0182 -0.011 0.020 -0.004 0.0970
H 3.5012 5.5143 0.0949 -0.005 0.002 0.003 0.1076
H 2.1276 3.9954 1.5259 -0.005 0.003 0.003 0.1064
H 1.1762 4.8604 0.3273 -0.048 0.016 -0.001 0.0930
H -1.7734 2.5457 -0.9362 0.089 -0.034 -0.063 0.0819
H -1.3078 5.0583 0.7097 0.017 0.000 0.026 0.0986
H -0.5812 4.7377 -0.8514 0.082 -0.013 -0.044 0.0843
H -2.6092 6.1000 -1.1030 0.006 -0.003 -0.023 0.1085
H -2.8228 4.5338 -1.8762 -0.014 0.001 -0.001 0.1163
H -3.8587 5.3359 0.8833 -0.012 0.013 -0.007 0.1130
H -4.8457 5.1286 -0.5581 -0.001 -0.003 0.001 0.1053
H -4.9325 3.1124 0.9363 0.005 -0.011 0.015 0.1121
H -4.2661 2.7317 -0.6442 -0.068 0.038 -0.002 0.0976
H -2.6455 3.3089 1.8748 0.015 -0.018 0.061 0.1107
H -2.8853 1.7091 1.2064 -0.003 0.074 -0.032 0.0928
C 0.8123 -0.6485 -6.4939 0.022 0.000 -0.014 -0.0645
C 1.0806 -0.5430 -5.0132 -0.001 0.013 -0.031 -0.2883
C 2.3767 -0.5433 -4.5269 -0.047 -0.013 0.017 -0.0460
C 2.5849 -0.4740 -3.1478 0.064 -0.008 0.012 -0.2685
C 3.9884 -0.5062 -2.6042 0.058 -0.007 -0.066 -0.0305
C 1.5053 -0.3904 -2.2881 -0.013 -0.006 -0.007 -0.0656
C 0.1605 -0.3407 -2.7388 -0.040 -0.003 0.035 -0.3496
C 0.0028 -0.4489 -4.1415 -0.047 0.066 0.096 -0.0222
N -0.8435 -0.2205 -1.8066 0.015 0.209 -0.151 -0.0938
C -2.2457 -0.1329 -2.2607 0.047 -0.092 0.124 -0.5838
C -2.7330 -1.4785 -2.8360 -0.023 0.023 -0.035 -0.0388
C -2.5389 1.0314 -3.2549 0.138 -0.068 0.008 -0.0413
C -3.1307 0.1787 -1.0490 0.140 0.105 0.013 -0.0881
H 1.7430 -0.7349 -7.0559 0.000 -0.003 0.001 0.0654
H 0.2761 0.2291 -6.8635 0.002 0.001 0.008 0.0729
H 0.1984 -1.5233 -6.7223 0.001 -0.002 0.004 0.0726
H 3.2219 -0.6097 -5.2036 -0.003 -0.002 -0.001 0.0995
H 4.7159 -0.5256 -3.4177 -0.007 -0.005 -0.020 0.0762
H 4.1448 -1.3874 -1.9810 -0.017 0.028 -0.026 0.0701
H 4.1909 0.3597 -1.9734 -0.019 -0.063 -0.023 0.0606
H 1.7228 -0.3258 -1.2221 0.022 0.005 -0.014 0.0667
H -0.9718 -0.4800 -4.5921 -0.210 0.078 -0.015 0.0783
H -2.0856 -1.8490 -3.6279 0.005 -0.006 -0.009 0.0655
H -3.7504 -1.3893 -3.2310 0.003 0.016 0.002 0.0848
H -2.7434 -2.2342 -2.0478 -0.002 0.014 -0.066 0.0518
H -2.5729 0.7419 -4.3019 0.103 -0.110 -0.076 0.0644
H -1.7793 1.8096 -3.1504 0.002 -0.005 0.008 0.0795
H -3.5148 1.4684 -3.0250 0.008 0.008 -0.016 0.0715
H -2.7885 -0.3322 -0.1543 -0.007 0.162 -0.168 0.0144
H -4.1699 -0.0925 -1.2580 -0.006 -0.023 -0.002 0.1001
H -3.1112 1.2385 -0.8249 -0.001 -0.210 -0.133 0.0214
F 8.6664 -0.2090 1.4627 0.009 -0.003 0.000 0.0704
C 7.3401 -0.1450 1.2105 -0.029 0.012 0.015 -0.1710
C 6.6285 1.0240 1.4197 -0.022 -0.041 -0.007 -0.1627
F 7.2647 2.1070 1.9050 0.017 0.013 0.005 0.0875
C 5.2801 1.0822 1.1446 0.097 0.012 -0.018 -0.1386
F 4.6358 2.2431 1.4141 -0.023 -0.025 0.021 0.0619
C 4.5188 0.0034 0.6106 -0.159 0.154 0.199 -0.3751
O 3.2822 0.1017 0.3479 0.160 -0.109 -0.139 -0.1043
C 5.2962 -1.1774 0.4666 0.083 -0.024 0.018 -0.1488
F 4.6898 -2.3155 0.0591 0.029 0.043 0.023 0.0586
C 6.6476 -1.2456 0.7394 -0.021 0.005 0.000 -0.1600
F 7.3066 -2.4049 0.5537 0.019 -0.015 -0.005 0.0883
```
Positions in Å, forces in eV/Å.

Output
LUMO, eV: 2.1
Net charge: -1
Orbital gap, eV: 6.16
DFT total energy, Ha: -3860.63089
Energy relative to the best compared isomer or geometry (same formula, charge and spin), kJ/mol: 0.0